(a)
The following is a DFT calculation (ωB97M-V/def2-TZVPD) of the ion C8H13N2O with charge +1.

Calculated values
Frontier orbital gap, Eh: 0.3104
SMILES: CC(C)(C)N1C(=O)[C@H]1C=C=[NH2+]
HOMO level, Ha: -0.4853

```
! wB97M-V def2-TZVPD RIJCOSX def2/J DEFGRID3
* xyz 1 1
C 2.388 -0.533 -0.930
C 1.242 0.405 -1.187
C 2.660 -1.003 0.224
C 1.099 1.444 -0.184
C -1.538 -1.288 -0.087
C -1.629 0.765 1.395
C -1.977 1.022 -1.096
C -1.331 0.284 0.017
N 0.155 0.557 -0.180
N 3.025 -1.546 1.293
O 1.671 2.377 0.240
H 3.165 -0.545 -1.652
H 0.959 0.483 -2.170
H -0.811 -1.662 0.702
H -2.497 -1.407 0.352
H -1.411 -1.810 -1.067
H -1.369 1.806 1.646
H -0.957 0.193 2.042
H -2.716 0.595 1.462
H -2.916 0.742 -1.360
H -1.761 2.100 -1.084
H -1.391 0.584 -2.013
H 2.763 -2.553 1.478
H 3.176 -1.011 2.158
*
```

***

(b)
The following is a DFT calculation (ωB97M-V/def2-TZVPD) of a structure of composition C8H13N2O.

Calculated values
Frontier orbital gap, Eh: 0.3002
HOMO level, Ha: -0.4374

```
! wB97M-V def2-TZVPD RIJCOSX def2/J DEFGRID3
* xyz 1 1
C -0.089 -2.360 0.324
C -1.340 -2.064 -0.109
C 0.982 -1.393 0.175
C -1.962 -0.717 -0.314
C 2.909 0.110 0.137
C 2.160 1.345 -0.336
C 0.066 0.357 -0.301
C -2.037 1.616 0.451
N 2.178 -1.163 0.178
N -1.184 0.404 0.384
O 0.898 1.378 0.212
H 0.234 -3.387 0.469
H -2.000 -2.881 -0.441
H -1.803 -0.460 -1.353
H -3.000 -0.739 0.023
H 3.650 -0.094 -0.585
H 3.406 0.199 1.099
H 2.781 2.215 -0.047
H 1.973 1.261 -1.458
H -0.016 0.468 -1.332
H -2.564 1.893 -0.579
H -2.812 1.432 1.303
H -1.408 2.457 0.721
H -1.022 0.122 1.377
*
```

***

Which of them is the least stable? Correct choice: (a).

***

(a)
The following is a DFT calculation (ωB97M-V/def2-TZVPD) of the molecule C6H7ClO.

Calculated values
Frontier orbital gap, Eh: 0.3076
SMILES: C=C/C=C(\C=O)CCl
HOMO level, Ha: -0.3355

```
! wB97M-V def2-TZVPD RIJCOSX def2/J DEFGRID3
* xyz 0 1
C 1.549 0.022 0.765
C 0.061 0.122 0.440
C -0.355 1.451 0.026
C -0.776 -0.979 0.572
C -2.120 -1.188 0.141
C -2.925 -0.583 -0.764
H 1.885 0.979 1.187
H 1.767 -0.758 1.509
H 0.432 2.133 -0.273
H -0.328 -1.913 0.873
H -2.627 -1.988 0.744
H -2.582 0.132 -1.548
H -3.960 -0.880 -0.757
O -1.495 1.870 0.075
Cl 2.634 -0.337 -0.554
*
```

***

(b)
The following is a DFT calculation (ωB97M-V/def2-TZVPD) of the molecule C6H7ClO.

Calculated values
Frontier orbital gap, Eh: 0.3445
SMILES: Cl/C=C1/OC[C@H]2C[C@@H]12
HOMO level, Ha: -0.3105

```
! wB97M-V def2-TZVPD RIJCOSX def2/J DEFGRID3
* xyz 0 1
C -0.758 1.791 -1.416
C -0.242 0.796 -0.791
C 0.875 -1.300 -0.575
C -0.048 -1.241 0.641
C 0.518 -0.168 1.541
C -0.592 0.377 0.499
H -0.837 2.089 -2.449
H 1.980 -1.580 -0.071
H 0.469 -1.932 -1.501
H -0.630 -1.981 0.918
H 1.708 -0.115 1.372
H 0.025 -0.236 2.608
H -1.573 0.633 0.896
O 0.948 0.128 -1.218
Cl -1.842 2.739 -0.456
*
```

***

(c)
The following is a DFT calculation (ωB97M-V/def2-TZVPD) of the molecule C6H7ClO.

Calculated values
Frontier orbital gap, Eh: 0.3469
SMILES: CCc1coc(Cl)c1
HOMO level, Ha: -0.3140

```
! wB97M-V def2-TZVPD RIJCOSX def2/J DEFGRID3
* xyz 0 1
C 1.519 -1.309 -0.739
C 0.308 -1.303 0.214
C -0.436 -0.030 0.179
C -1.655 0.245 -0.311
C -0.962 2.120 0.497
C 0.008 1.185 0.729
H 1.234 -0.953 -1.711
H 2.030 -2.262 -0.747
H 2.258 -0.534 -0.465
H 0.626 -1.503 1.282
H -0.383 -2.132 -0.030
H -2.348 -0.256 -0.945
H 0.940 1.498 1.121
O -2.018 1.506 -0.078
Cl -1.119 3.727 1.004
*
```

***

Which of them is the least stable? Correct choice: (b).

***

(a)
The following is a DFT calculation (ωB97M-V/def2-TZVPD) of a cluster of 2 separate species, C2H4N4O2 in total.

Calculated values
Frontier orbital gap, Eh: 0.3545
SMILES: N#C/N=[N+](\[O-])O.C=N
HOMO level, Ha: -0.3699

```
! wB97M-V def2-TZVPD RIJCOSX def2/J DEFGRID3
* xyz 0 1
C 1.791 1.384 -0.090
C -2.093 0.311 -0.459
N 2.398 2.350 0.165
N -1.422 -0.225 0.444
N 1.018 0.289 -0.164
N 1.527 -0.902 0.039
O 2.695 -1.192 -0.138
O 0.592 -1.809 0.192
H -2.537 -0.436 -1.132
H -2.547 1.293 -0.314
H -0.429 -1.356 0.275
H -0.993 0.293 1.182
*
```

***

(b)
The following is a DFT calculation (ωB97M-V/def2-TZVPD) of a cluster of 2 separate species, C2H4N4O2 in total.

Calculated values
Frontier orbital gap, Eh: 0.3137
HOMO level, Ha: -0.3441

```
! wB97M-V def2-TZVPD RIJCOSX def2/J DEFGRID3
* xyz 0 1
C 1.682 0.247 -0.145
C 0.654 -0.630 -0.322
H -1.487 -1.184 1.323
H -2.245 0.637 -0.061
H -0.658 2.388 -0.441
H -0.238 -2.206 -0.061
N -1.667 -0.441 0.051
N -0.548 0.084 -0.402
N -0.285 1.581 0.180
N 0.741 -1.861 -0.145
O 1.228 1.621 -0.147
O 2.823 -0.234 0.171
*
```

***

Which of them is the least stable? Correct choice: (b).

***

(a)
The following is a DFT calculation (ωB97M-V/def2-TZVPD) of the molecule C2H4N4O2.

Calculated values
Frontier orbital gap, Eh: 0.3138
SMILES: [H]/N=c1\ncn(O)n1O
HOMO level, Ha: -0.3167

```
! wB97M-V def2-TZVPD RIJCOSX def2/J DEFGRID3
* xyz 0 1
C 0.446 -1.468 0.203
C -1.228 -0.102 0.040
H 2.007 0.540 0.682
H 1.009 -2.402 0.580
H -3.115 -0.324 -0.061
H 0.603 2.649 -0.238
N 0.996 -0.401 -0.319
N -0.885 -1.438 0.217
N -2.366 0.493 -0.203
N 0.002 0.566 -0.378
O 2.201 -0.018 -0.179
O 0.293 1.820 0.474
*
```

***

(b)
The following is a DFT calculation (ωB97M-V/def2-TZVPD) of the molecule C2H4N4O2.

Calculated values
Frontier orbital gap, Eh: 0.2918
SMILES: CNN=c1onno1
HOMO level, Ha: -0.2822

```
! wB97M-V def2-TZVPD RIJCOSX def2/J DEFGRID3
* xyz 0 1
C -0.405 -2.456 2.272
C -0.048 0.251 -0.193
H -0.991 -1.895 3.327
H -0.895 -3.208 1.675
H 0.333 -3.027 2.964
H 1.132 -0.936 1.856
N 0.227 -1.306 1.428
N -0.486 -0.740 0.508
N 0.781 1.942 -1.350
N -0.312 1.636 -1.889
O 1.043 0.862 -0.408
O -0.835 0.585 -1.238
*
```

***

(c)
The following is a DFT calculation (ωB97M-V/def2-TZVPD) of a cluster of 2 separate species, C2H4N4O2 in total.

Calculated values
Frontier orbital gap (spin up / spin down), Eh: 0.3032 / 0.2820
HOMO level (spin up / spin down), Ha: -0.3579 / -0.3237

```
! wB97M-V def2-TZVPD RIJCOSX def2/J DEFGRID3
* xyz 0 1
C -1.612 -0.196 -0.444
C 0.547 -0.115 0.157
N -1.049 -1.512 -0.222
N 0.138 -1.441 0.092
N -0.466 0.669 -0.286
N 1.905 0.332 0.091
O 2.796 -0.468 0.213
O 2.030 1.526 -0.121
H -2.063 -0.153 -1.443
H -2.394 -0.011 0.307
H 0.573 -0.288 2.121
H -0.406 1.657 -0.465
*
```

***

Which of them is the least stable? Correct choice: (c).

***

(a)
The following is a DFT calculation (ωB97M-V/def2-TZVPD) of the molecule C2H4N4O2.

Calculated values
Frontier orbital gap, Eh: 0.3753
SMILES: [H]/N=c1/[nH]n(N)c(=O)o1
HOMO level, Ha: -0.3562

```
! wB97M-V def2-TZVPD RIJCOSX def2/J DEFGRID3
* xyz 0 1
C 0.653 0.668 0.968
C 0.347 -0.480 -0.835
H -1.865 -1.665 -0.794
H -2.725 -0.419 -1.441
H -1.224 1.521 0.932
H 1.995 1.238 2.030
N -2.036 -0.626 -0.661
N -0.930 0.094 -0.609
N -0.734 0.568 0.796
N 0.976 1.035 2.171
O 1.381 0.194 -0.081
O 0.730 -1.357 -1.595
*
```

***

(b)
The following is a DFT calculation (ωB97M-V/def2-TZVPD) of a cluster of 2 separate species, C2H4N4O2 in total.

Calculated values
Frontier orbital gap (spin up / spin down), Eh: 0.3112 / 0.3113
HOMO level (spin up / spin down), Ha: -0.3437 / -0.3437

```
! wB97M-V def2-TZVPD RIJCOSX def2/J DEFGRID3
* xyz 0 1
C -0.972 -1.049 0.148
C -0.345 0.006 -0.706
N -1.142 1.113 -0.597
N -2.100 0.902 0.144
N 2.057 1.327 -0.208
N 1.488 0.363 0.225
O 1.604 -0.438 1.122
O -2.120 -0.374 0.632
H -1.255 -1.959 -0.385
H -0.299 -1.315 0.988
H 0.161 -0.179 -1.638
H 2.923 1.605 0.274
*
```

***

Which of them is the least stable? Correct choice: (b).

***

(a)
The following is a DFT calculation (ωB97M-V/def2-TZVPD) of a cluster of 2 separate species, C6H12N2O2 in total.

Calculated values
Frontier orbital gap, Eh: 0.3570
SMILES: CC/N=C1/CCC(=O)N1.O
HOMO level, Ha: -0.3390

```
! wB97M-V def2-TZVPD RIJCOSX def2/J DEFGRID3
* xyz 0 1
C 1.031 2.641 -1.469
C 0.895 1.133 -1.351
N 0.476 0.753 -0.009
C 0.518 -0.483 0.301
C 0.299 -0.976 1.717
C -0.346 -2.361 1.577
C -0.738 -2.454 0.114
O -1.284 -3.382 -0.443
N 0.088 -1.479 -0.569
H 1.402 2.915 -2.466
H 0.059 3.132 -1.322
H 1.742 3.032 -0.727
H 0.154 0.780 -2.091
H 1.845 0.644 -1.631
H 1.263 -0.992 2.239
H -0.357 -0.296 2.277
H 0.335 -3.189 1.815
H -1.249 -2.477 2.191
H 0.147 -1.418 -1.578
H -2.501 2.170 0.592
O -2.370 1.204 0.312
H -1.410 1.103 0.519
*
```

***

(b)
The following is a DFT calculation (ωB97M-V/def2-TZVPD) of the molecule C6H12N2O2.

Calculated values
Frontier orbital gap, Eh: 0.3314
SMILES: CCNC/C(N)=C\C(=O)O
HOMO level, Ha: -0.3126

```
! wB97M-V def2-TZVPD RIJCOSX def2/J DEFGRID3
* xyz 0 1
C -1.074 0.441 -1.945
C -0.477 -0.919 -1.611
N 0.098 -1.013 -0.271
C 1.259 -0.192 0.027
C 0.824 0.856 1.034
N 1.498 2.021 1.002
C -0.318 0.640 1.761
C -1.150 -0.516 1.435
O -2.380 -0.460 1.513
H -0.382 1.273 -1.756
H -1.364 0.466 -3.004
H -1.966 0.629 -1.333
H -1.261 -1.685 -1.671
H 0.306 -1.175 -2.344
H 2.050 -0.807 0.480
H 1.704 0.308 -0.849
H 2.313 2.134 0.419
H 1.285 2.758 1.658
H -0.835 1.494 2.199
H 0.025 -2.193 0.125
O -0.560 -2.120 1.664
H 0.404 -1.939 1.469
*
```

***

Which of them is the least stable? Correct choice: (b).